No. 1
66
Properties=species:S:1:pos:R:3:mulliken_charge:R:1 method="wB97M-V/def2-TZVPD" homo_energy_ev="-6.035 / -6.871" multiplicity=3 lumo_energy_ha="0.016 / 0.004" gap_ev="6.47 / 6.97"
Ti 0.265 -0.002 -0.192 -1.561
C 3.129 -0.555 0.921 -1.215
N 1.861 -0.031 1.453 1.307
C 1.352 -0.946 2.499 -1.380
C 2.012 1.318 1.998 -0.036
C 3.037 1.645 2.865 -0.524
C 3.148 2.937 3.363 -0.949
C 2.219 3.890 2.970 -0.778
C 1.184 3.566 2.108 -0.533
C 1.047 2.263 1.611 0.315
N 0.089 1.827 0.719 0.515
C -1.195 2.348 0.635 -0.123
C -1.853 3.112 1.603 -0.829
C -3.177 3.489 1.433 -0.788
C -3.885 3.116 0.304 -0.919
C -3.252 2.342 -0.663 -0.434
C -1.937 1.960 -0.497 0.555
N -1.219 1.147 -1.467 1.483
C -0.516 2.030 -2.419 -1.379
C -2.068 0.198 -2.198 -1.390
H 3.848 -0.761 1.721 0.451
H 3.565 0.176 0.243 0.274
H 2.933 -1.481 0.380 0.247
H 2.065 -1.015 3.328 0.435
H 1.198 -1.935 2.067 0.391
H 0.395 -0.578 2.859 0.303
H 3.758 0.893 3.162 0.329
H 3.951 3.192 4.041 0.405
H 2.304 4.907 3.332 0.391
H 0.491 4.331 1.788 0.656
H -1.338 3.378 2.515 0.617
H -3.662 4.070 2.208 0.393
H -4.919 3.407 0.177 0.408
H -3.802 2.029 -1.541 0.343
H -1.238 2.648 -2.964 0.320
H 0.056 1.427 -3.120 0.459
H 0.172 2.673 -1.873 0.317
H -2.738 0.707 -2.899 0.482
H -2.648 -0.384 -1.485 0.402
H -1.423 -0.473 -2.767 0.220
C 2.833 -1.434 -3.662 -1.681
C 1.887 -1.287 -2.514 0.334
N 1.721 -0.138 -1.863 0.896
O 2.481 0.940 -2.382 -0.548
C 1.088 -2.351 -2.023 0.477
C 1.063 -3.727 -2.616 -1.846
N 0.350 -1.976 -0.981 0.832
O -0.551 -2.920 -0.510 -0.273
H 3.873 -1.424 -3.324 0.291
H 2.715 -0.604 -4.358 0.329
H 2.661 -2.369 -4.190 0.472
H 3.349 0.880 -1.961 0.290
H 2.072 -4.124 -2.732 0.394
H 0.592 -3.728 -3.602 0.330
H 0.501 -4.400 -1.975 0.366
C -3.248 -2.558 1.857 -0.944
N -2.243 -3.158 1.004 0.090
C -2.716 -4.274 0.206 -1.014
C -1.364 -2.243 0.439 0.254
N -1.216 -1.033 0.697 -0.045
H -4.022 -2.029 1.286 0.288
H -2.777 -1.836 2.518 0.253
H -3.720 -3.345 2.447 0.345
H -3.228 -4.980 0.861 0.393
H -1.884 -4.788 -0.265 0.255
H -3.423 -3.961 -0.576 0.282

No. 2
81
Properties=species:S:1:pos:R:3:mulliken_charge:R:1 method="wB97M-V/def2-TZVPD" homo_energy_ev=-8.839 lumo_energy_ha=-0.280 gap_ev=1.23 total_charge=+1
C -0.862 -1.276 -0.645 -0.326
P 0.728 -1.621 0.425 0.458
O 0.509 -0.954 2.052 -0.554
C 2.106 -0.645 -0.492 0.115
C 2.477 0.883 -0.024 -0.204
N 3.549 1.632 -0.789 0.080
C 4.325 1.038 -1.983 -0.225
C 4.021 -0.509 -2.538 -0.443
C 2.852 -1.420 -1.771 -0.085
Cl 2.373 -3.150 -2.308 0.004
H -1.555 -0.606 0.020 0.020
H -1.351 -2.268 -1.028 0.292
H -0.571 -0.639 -1.611 0.032
H 0.969 -1.541 2.729 0.319
H 1.886 1.321 0.911 0.292
H 3.769 2.629 -0.490 0.177
H 5.145 1.680 -2.517 0.442
H 4.582 -0.977 -3.479 0.407
C 0.583 -6.190 -4.378 -1.362
C 0.406 -4.710 -4.669 0.278
O 0.238 -4.487 -6.077 -0.250
C -1.013 -4.731 -6.581 0.414
O -1.959 -5.125 -5.903 -0.536
C -1.066 -4.409 -8.073 0.822
F -0.005 -4.922 -8.761 -0.240
F -1.059 -3.066 -8.309 -0.230
F -2.183 -4.897 -8.685 -0.243
H 1.410 -6.601 -4.967 0.352
H 0.787 -6.354 -3.316 0.337
H -0.312 -6.758 -4.649 0.360
H 1.307 -4.168 -4.366 0.014
H -0.432 -4.284 -4.105 0.300
F 0.747 -5.475 -0.120 -0.276
P 1.516 -5.377 1.233 0.865
F 2.185 -6.740 0.882 -0.327
F 1.850 -4.082 2.033 -0.300
F 0.015 -5.126 1.570 -0.321
F 2.672 -4.676 0.456 -0.266
F 1.626 -6.162 2.574 -0.341
C -3.185 2.497 1.370 -0.871
O -3.522 1.504 2.328 -0.318
C -2.394 0.786 2.824 -0.337
C -2.395 0.719 4.359 -0.361
O -2.236 1.963 5.050 -0.373
C -3.286 2.928 4.912 -0.608
C -4.651 2.535 5.497 -0.218
O -5.233 1.441 4.795 -0.192
C -5.721 0.409 5.632 -0.782
H -3.161 2.051 0.376 0.297
H -3.967 3.268 1.392 0.269
H -2.230 2.981 1.593 0.427
H -1.451 1.231 2.486 0.271
H -2.456 -0.230 2.425 0.416
H -1.535 0.108 4.657 0.479
H -3.268 0.185 4.734 0.077
H -3.374 3.248 3.875 0.026
H -2.939 3.813 5.459 0.621
H -5.334 3.384 5.395 0.528
H -4.540 2.318 6.566 -0.032
H -5.107 0.278 6.529 0.309
H -5.697 -0.528 5.071 0.282
H -6.756 0.627 5.918 0.278
C 4.153 5.297 1.380 -0.344
C 3.756 5.773 0.131 -0.319
C 2.968 6.920 0.039 -0.477
C 2.584 7.597 1.198 -0.361
C 2.983 7.122 2.447 -0.358
C 3.764 5.970 2.539 -0.432
H 4.764 4.401 1.452 0.433
H 4.061 5.250 -0.772 0.415
H 2.654 7.288 -0.934 0.366
H 1.974 8.493 1.126 0.362
H 2.685 7.650 3.349 0.364
H 4.070 5.597 3.512 0.368
C 0.181 -0.681 -4.956 -0.202
Cl 1.337 -1.415 -6.081 -0.104
Cl -0.993 -1.885 -4.396 -0.105
Cl 1.028 0.048 -3.581 0.019
H -0.361 0.108 -5.485 0.435
Ca -3.298 2.463 7.823 1.257
Cl 3.863 1.250 -4.288 -0.351

No. 3
87
Properties=species:S:1:pos:R:3:mulliken_charge:R:1 method="wB97M-V/def2-TZVPD" homo_energy_ev=-10.047 lumo_energy_ha=-0.001 smiles="COCCCCO[P@](=O)(O)OCOC(F)(F)F.CCOC(=O)C(F)(F)F.CCOC(=O)C(F)(F)F.CCOC(=O)C(F)(F)F.CCOC(=O)C(F)(F)F" relative_energy_kcal_mol=0.0 gap_ev=10.01
C 5.255 -2.747 -2.118 -0.524
O 4.364 -1.640 -2.352 -0.259
C 4.833 -0.968 -3.557 -0.444
C 4.365 0.549 -3.648 -0.751
C 2.802 0.744 -3.890 -0.183
C 1.977 1.032 -2.550 -0.467
O 0.727 1.671 -2.950 -0.321
P -0.625 0.721 -2.654 0.656
O -1.671 0.980 -3.748 -0.621
O -1.255 1.230 -1.139 -0.295
O -0.322 -0.943 -2.632 -0.169
C -1.535 -1.719 -2.712 -0.435
O -1.850 -2.187 -4.035 -0.297
C -1.205 -3.389 -4.336 0.824
F 0.084 -3.507 -3.825 -0.207
F -1.075 -3.422 -5.740 -0.260
F -1.908 -4.532 -3.963 -0.246
H 4.878 -3.329 -1.208 0.095
H 6.330 -2.400 -1.912 0.224
H 5.315 -3.452 -3.023 0.301
H 5.967 -0.971 -3.502 0.370
H 4.436 -1.502 -4.483 0.271
H 4.920 1.007 -4.543 0.329
H 4.708 1.157 -2.738 0.316
H 2.334 -0.102 -4.499 0.183
H 2.691 1.683 -4.543 0.202
H 2.601 1.792 -1.957 0.358
H 1.855 0.123 -1.884 0.312
H -0.690 0.748 -0.490 0.298
H -2.417 -1.067 -2.384 0.350
H -1.465 -2.569 -1.952 0.372
C -3.450 1.824 0.871 -0.944
C -3.834 2.957 1.802 -0.327
O -4.450 2.454 3.000 -0.297
C -3.611 1.949 3.921 0.324
O -2.418 1.899 3.799 -0.509
C -4.386 1.491 5.154 0.920
F -5.461 0.744 4.837 -0.261
F -4.844 2.534 5.875 -0.274
F -3.643 0.748 5.986 -0.252
H -4.319 1.197 0.655 0.309
H -3.053 2.214 -0.066 0.350
H -2.696 1.178 1.323 0.271
H -4.574 3.595 1.315 0.329
H -2.976 3.587 2.049 0.327
C 7.481 -7.583 1.624 -1.092
C 6.362 -6.821 2.306 -0.206
O 6.716 -5.440 2.490 -0.328
C 6.616 -4.660 1.400 0.374
O 6.257 -5.044 0.321 -0.502
C 6.981 -3.217 1.743 0.885
F 8.123 -3.132 2.450 -0.254
F 6.025 -2.623 2.483 -0.264
F 7.150 -2.456 0.652 -0.220
H 8.415 -7.469 2.181 0.304
H 7.236 -8.644 1.555 0.363
H 7.662 -7.204 0.618 0.313
H 6.191 -7.234 3.303 0.320
H 5.420 -6.904 1.757 0.310
C -6.772 2.893 7.959 -0.976
C -7.153 4.035 8.882 -0.327
O -7.772 3.544 10.083 -0.307
C -6.936 3.042 11.009 0.356
O -5.743 2.988 10.889 -0.502
C -7.715 2.597 12.244 0.874
F -8.792 1.852 11.929 -0.247
F -8.169 3.648 12.954 -0.251
F -6.973 1.859 13.082 -0.240
H -7.644 2.268 7.747 0.325
H -6.374 3.275 7.023 0.346
H -6.021 2.248 8.417 0.317
H -7.890 4.673 8.389 0.335
H -6.293 4.664 9.124 0.326
C -1.347 1.887 -6.597 -1.008
C -0.425 1.146 -7.544 -0.126
O 0.130 2.037 -8.530 -0.321
C 1.144 2.812 -8.113 0.341
O 1.598 2.799 -7.001 -0.499
C 1.662 3.673 -9.262 0.885
F 0.668 4.283 -9.935 -0.249
F 2.346 2.944 -10.165 -0.262
F 2.490 4.643 -8.845 -0.242
H -2.124 2.415 -7.156 0.364
H -1.818 1.195 -5.901 0.306
H -0.804 2.637 -6.021 0.286
H -0.993 0.391 -8.091 0.333
H 0.373 0.625 -7.009 0.213

No. 4
73
Properties=species:S:1:pos:R:3:mulliken_charge:R:1 method="wB97M-V/def2-TZVPD" homo_energy_ev="-17.650 / -17.691" multiplicity=2 lumo_energy_ha="-0.429 / -0.429" relative_energy_kcal_mol=0.0 gap_ev="5.97 / 6.02" total_charge=+3
Pt 0.068 0.196 -0.188 3.115
C 4.665 -1.320 -0.237 -1.008
N 4.150 -0.049 0.293 0.183
C 5.019 0.694 1.224 -0.911
C 2.976 0.401 -0.033 1.001
O 2.180 -0.189 -0.839 -0.871
C 2.486 1.717 0.546 -1.442
O 1.207 1.983 -0.072 -0.769
C 1.258 2.630 -1.362 -1.180
C 0.273 1.984 -2.316 0.947
O -0.435 0.970 -1.938 -0.969
N 0.147 2.463 -3.515 0.229
C -0.743 1.843 -4.510 -1.042
C 0.925 3.630 -3.974 -0.997
H 5.581 -1.126 -0.792 0.413
H 3.928 -1.772 -0.890 0.285
H 4.886 -1.982 0.598 0.389
H 5.912 0.102 1.394 0.382
H 4.517 0.840 2.180 0.344
H 5.322 1.650 0.799 0.338
H 3.164 2.547 0.347 0.877
H 2.300 1.652 1.618 0.404
H 2.263 2.560 -1.782 0.611
H 1.004 3.680 -1.206 0.470
H -1.106 0.889 -4.147 0.300
H -0.178 1.698 -5.428 0.447
H -1.578 2.514 -4.706 0.383
H 0.921 4.423 -3.230 0.382
H 0.453 4.011 -4.875 0.408
H 1.946 3.335 -4.214 0.337
C 1.172 -3.002 -0.699 -1.142
Si -0.642 -3.152 -0.435 0.000
C -1.050 -3.992 1.160 -0.917
C -1.511 -3.705 -1.977 -1.069
N -1.293 -1.312 -0.190 -0.072
C -2.508 -1.056 0.141 1.866
C -3.534 -2.104 0.239 -0.767
C -4.804 -1.799 0.527 -1.262
C -5.192 -0.427 0.762 -0.520
C -4.319 0.626 0.672 -1.211
C -2.984 0.353 0.407 0.702
O -2.059 1.255 0.366 0.382
C -2.380 2.668 0.300 -0.389
C -2.871 3.152 -0.897 0.155
C -3.156 4.509 -0.962 -1.019
C -2.942 5.321 0.147 -0.637
C -2.446 4.786 1.329 -0.873
C -2.151 3.430 1.422 -0.280
H 1.513 -4.022 -0.906 0.661
H 1.699 -2.656 0.190 0.227
H 1.445 -2.388 -1.555 0.296
H -0.332 -4.809 1.277 0.461
H -2.044 -4.432 1.211 0.429
H -0.908 -3.330 2.017 0.262
H -0.998 -4.602 -2.333 0.407
H -1.438 -2.961 -2.774 0.355
H -2.560 -3.970 -1.849 0.390
H -3.240 -3.125 0.065 0.314
H -5.557 -2.572 0.596 0.501
H -6.223 -0.226 1.030 0.497
H -4.638 1.642 0.860 0.637
H -3.046 2.493 -1.739 0.603
H -3.561 4.929 -1.873 0.499
H -3.176 6.375 0.093 0.490
H -2.294 5.421 2.192 0.505
H -1.768 2.988 2.330 0.574
F -1.609 -0.257 2.673 -0.653
Sb 0.093 -0.058 3.499 2.255
F 0.130 1.643 2.666 -0.617
F -0.529 0.498 5.135 -0.481
F 0.129 -1.897 3.739 -0.501
F 1.932 0.094 3.752 -0.522
F 0.733 -0.574 1.543 -0.591

No. 5
62
Properties=species:S:1:pos:R:3:mulliken_charge:R:1 method="wB97M-V/def2-TZVPD" homo_energy_ev=-9.027 lumo_energy_ha=0.022 smiles="CC[C@]1(C)C[C@H](C(=O)N2CC3(C[C@H](C(=O)N4[C@H]5CC=C[C@H]4CCC5)CO3)C2)C1" relative_energy_kcal_mol=98.5 gap_ev=9.62
C 5.494 -3.558 3.935 -1.314
C 4.372 -2.564 4.211 -0.806
C 3.395 -2.341 3.060 1.826
C 3.042 -3.625 2.319 -1.931
C 2.140 -1.507 3.412 -1.474
C 2.296 -0.729 2.093 1.248
C 2.126 0.767 2.144 -0.300
O 2.385 1.429 3.140 -0.730
N 1.714 1.351 1.003 0.275
C 1.238 0.886 -0.298 -1.005
C 0.799 2.357 -0.579 1.697
C -0.698 2.585 -0.701 -1.192
C -0.938 2.420 -2.218 0.439
C -1.495 1.037 -2.539 -0.441
O -0.760 0.079 -2.733 -0.649
N -2.841 0.940 -2.633 0.223
C -3.547 -0.343 -2.749 -0.476
C -4.180 -0.359 -4.136 -0.916
C -5.045 0.908 -4.071 -0.656
C -4.972 1.795 -3.072 -0.507
C -3.862 1.762 -2.009 -0.196
C -4.175 1.032 -0.635 -0.924
C -3.309 -0.255 -0.386 -0.270
C -3.145 -1.250 -1.596 -0.897
C 0.475 2.613 -2.811 -1.028
O 1.336 2.960 -1.725 -0.566
C 1.489 2.764 0.735 -1.245
C 3.766 -1.225 2.043 -1.258
H 6.192 -3.595 4.771 0.407
H 5.107 -4.566 3.781 0.315
H 6.063 -3.282 3.044 0.316
H 3.796 -2.920 5.074 0.333
H 4.784 -1.595 4.504 0.426
H 2.274 -3.437 1.566 0.440
H 3.913 -4.040 1.810 0.402
H 2.656 -4.384 3.004 0.380
H 1.205 -2.044 3.581 0.319
H 2.339 -0.833 4.247 0.403
H 1.711 -1.168 1.285 0.192
H 2.033 0.557 -0.971 0.202
H 0.449 0.135 -0.273 0.230
H -1.279 1.901 -0.084 0.473
H -0.929 3.606 -0.390 0.386
H -1.620 3.185 -2.582 0.970
H -4.496 -0.123 -2.273 0.386
H -4.813 -1.239 -4.270 0.430
H -3.483 -0.320 -4.976 0.355
H -5.780 1.049 -4.855 0.442
H -5.663 2.630 -3.039 0.456
H -3.521 2.782 -1.827 0.649
H -3.975 1.721 0.188 0.454
H -5.240 0.795 -0.580 0.526
H -3.737 -0.780 0.469 0.655
H -2.313 0.059 -0.071 -0.174
H -3.842 -2.088 -1.542 0.393
H -2.128 -1.635 -1.617 0.322
H 0.803 1.677 -3.266 0.364
H 0.523 3.422 -3.537 0.309
H 0.872 3.277 1.474 0.301
H 2.411 3.326 0.575 0.328
H 4.419 -0.481 2.504 0.402
H 4.169 -1.520 1.073 0.281

No. 6
62
Properties=species:S:1:pos:R:3:mulliken_charge:R:1 method="wB97M-V/def2-TZVPD" homo_energy_ev=-9.089 lumo_energy_ha=0.022 smiles="CC[C@]1(C)C[C@H](C(=O)N2CC3(C[C@H](C(=O)N4[C@H]5CC=C[C@H]4CCC5)CO3)C2)C1" relative_energy_kcal_mol=94.6 gap_ev=9.69
C 5.169 4.017 -2.699 -1.222
C 3.695 3.767 -3.003 -0.833
C 3.132 2.524 -2.312 1.912
C 3.299 1.291 -3.193 -1.752
C 3.556 2.261 -0.844 -1.414
C 2.105 1.889 -0.505 0.985
C 1.526 2.452 0.769 -0.189
O 2.059 3.335 1.421 -0.725
N 0.341 1.911 1.136 0.315
C -0.655 1.139 0.391 -0.662
C -1.626 1.387 1.582 1.792
C -1.915 0.173 2.446 -1.129
C -3.157 -0.398 1.746 0.233
C -2.750 -1.240 0.537 -0.557
O -2.909 -0.856 -0.615 -0.652
N -2.147 -2.408 0.815 0.650
C -1.758 -3.382 -0.210 -0.247
C -3.087 -3.963 -0.684 -1.003
C -3.614 -4.535 0.650 -0.564
C -3.062 -4.273 1.847 -0.663
C -2.013 -3.160 2.030 0.041
C -0.472 -3.540 2.014 -1.263
C 0.309 -2.866 0.821 -0.174
C -0.358 -2.961 -0.615 -0.857
C -3.879 0.882 1.323 -1.069
O -2.886 1.915 1.255 -0.566
C -0.612 2.413 2.122 -1.243
C 1.664 2.608 -1.809 -1.450
H 5.540 4.885 -3.247 0.423
H 5.325 4.204 -1.637 0.314
H 5.788 3.162 -2.981 0.284
H 3.125 4.642 -2.675 0.343
H 3.540 3.685 -4.083 0.381
H 2.926 0.391 -2.700 0.363
H 2.750 1.417 -4.129 0.426
H 4.351 1.122 -3.438 0.373
H 4.328 1.511 -0.670 0.294
H 3.816 3.180 -0.318 0.458
H 1.917 0.815 -0.565 0.206
H -1.007 1.628 -0.520 0.234
H -0.380 0.106 0.173 -0.368
H -1.070 -0.514 2.499 0.499
H -2.167 0.498 3.459 0.408
H -3.772 -1.001 2.415 0.752
H -1.451 -4.260 0.346 0.288
H -2.967 -4.784 -1.395 0.478
H -3.761 -3.226 -1.121 0.318
H -4.419 -5.259 0.596 0.466
H -3.414 -4.799 2.727 0.464
H -2.253 -2.575 2.917 0.726
H -0.001 -3.207 2.940 0.443
H -0.357 -4.626 1.991 0.504
H 1.313 -3.294 0.795 0.597
H 0.440 -1.812 1.074 -0.066
H 0.125 -3.721 -1.230 0.423
H -0.298 -2.003 -1.132 0.246
H -4.347 0.770 0.346 0.377
H -4.625 1.174 2.065 0.296
H -0.304 2.299 3.161 0.332
H -0.915 3.445 1.934 0.336
H 1.369 3.639 -1.600 0.371
H 0.897 2.126 -2.416 0.312

Number 1: E -62026.520 eV. Number 2: E -162241.557 eV. Number 3: E -103120.153 eV. Number 4: E -71005.836 eV. Number 5: E -33522.932 eV. Number 6: E -33523.100 eV.